138
Properties=species:S:1:pos:R:3 method="wB97M-V/def2-TZVPD" e_lumo_ev=0.39 relative_energy_kcal_mol=8.52 smiles="COC[C@H](C)N.COC[C@H](C)N.NC(N)=O.NC(N)=O.NC(N)=O.NC(N)=O.CC(C)O.CC(C)O.CC(C)O.CC(C)O.CC(C)O.CC(C)O" e_homo_ev=-8.414 total_charge=0
C -14.49216 -7.15861 -12.32519
O -15.01358 -6.00759 -13.03693
C -16.10391 -6.22222 -13.91106
C -16.05745 -5.19542 -14.98456
C -14.83853 -5.21218 -15.85161
N -16.09821 -3.87862 -14.40003
H -15.25534 -7.66436 -11.76597
H -13.72691 -6.75526 -11.63905
H -14.05960 -7.84416 -12.95953
H -16.09466 -7.18214 -14.40819
H -17.03710 -6.10307 -13.41596
H -16.95249 -5.40426 -15.56855
H -15.01558 -4.51752 -16.66511
H -14.77241 -6.27660 -16.28546
H -13.94981 -4.87011 -15.29944
H -15.17648 -3.68127 -13.92020
H -16.79474 -3.77049 -13.67196
C -22.01289 -5.33496 -18.71325
O -20.98756 -4.86014 -17.85911
C -21.41815 -3.83026 -17.04030
C -20.34334 -3.38374 -16.02875
C -19.78935 -4.58747 -15.23658
N -20.79034 -2.25618 -15.28500
H -22.76775 -5.85351 -18.13085
H -21.42671 -5.98432 -19.36276
H -22.46483 -4.63466 -19.42761
H -21.69033 -3.08616 -17.77183
H -22.39638 -4.10903 -16.56467
H -19.44666 -3.19244 -16.60727
H -19.55786 -5.32097 -16.01459
H -20.45589 -5.09566 -14.49406
H -18.85303 -4.35510 -14.73814
H -21.44142 -2.53686 -14.51558
H -20.03227 -1.98200 -14.69304
N -21.28019 2.31063 -11.79828
C -20.65380 1.34411 -11.10754
N -19.95860 1.65306 -9.95522
O -20.79739 0.15026 -11.51613
H -20.98345 3.26616 -11.64630
H -21.55210 2.07310 -12.76097
H -19.38961 0.84274 -9.63939
H -19.42385 2.49847 -9.94960
N -18.36693 -0.40971 -13.96562
C -17.24891 -0.96879 -13.43141
N -17.37203 -1.42800 -12.19070
O -16.26119 -1.15340 -14.15461
H -18.30502 0.22204 -14.75417
H -19.16497 -0.37146 -13.34568
H -16.57059 -1.86198 -11.69524
H -18.22953 -1.31743 -11.69122
N -14.16079 -0.94188 -10.34187
C -14.79332 -2.13084 -9.98209
N -14.99099 -3.08743 -10.99984
O -15.07914 -2.35587 -8.81618
H -13.93625 -0.82657 -11.33492
H -14.47739 -0.16919 -9.76704
H -14.15705 -3.17506 -11.60774
H -15.16576 -4.02042 -10.60481
N -21.96161 0.29654 -16.36864
C -21.71924 1.45444 -15.77283
N -21.78180 2.54775 -16.59735
O -21.36114 1.58786 -14.60504
H -21.69530 -0.55298 -15.87552
H -22.45888 0.21842 -17.22096
H -22.18127 3.31731 -16.04744
H -22.41872 2.38577 -17.40293
C -17.38235 3.84414 -16.17301
C -17.73683 2.88222 -15.08699
C -18.37298 3.54042 -13.91086
O -18.70326 2.01836 -15.71960
H -18.18963 4.48041 -16.60939
H -16.91643 3.25245 -16.97481
H -16.60678 4.52968 -15.78076
H -16.87050 2.34869 -14.75191
H -19.23480 4.10980 -14.26392
H -17.68537 4.26547 -13.41922
H -18.72609 2.82080 -13.15041
H -19.43250 1.99213 -15.08014
C -21.53231 -2.48108 -9.43467
C -20.11827 -2.68284 -9.89123
C -20.10050 -3.24322 -11.32458
O -19.37470 -1.38758 -9.80310
H -21.60995 -2.01703 -8.41251
H -22.04347 -3.47966 -9.34552
H -22.02390 -1.67493 -9.99460
H -19.55015 -3.36044 -9.25667
H -20.42417 -2.51844 -12.05236
H -20.89424 -3.98476 -11.31873
H -19.13626 -3.69048 -11.64796
H -19.98512 -0.83837 -10.31587
C -16.58089 0.05827 -18.11580
C -17.71218 -0.77399 -17.46957
C -18.72312 -1.12166 -18.52460
O -17.12623 -1.97415 -16.95796
H -16.86561 0.68624 -18.96806
H -15.92182 -0.66074 -18.61025
H -16.02733 0.66912 -17.35360
H -18.14359 -0.21311 -16.68959
H -19.15751 -0.27113 -18.96082
H -19.50865 -1.74565 -18.10298
H -18.15234 -1.73016 -19.23024
H -16.85771 -1.90200 -16.04910
C -16.33910 -1.16572 -6.31846
C -17.07008 -0.35098 -7.38175
C -18.16820 0.59221 -6.74751
O -16.16873 0.58017 -8.03075
H -15.81961 -0.59522 -5.54787
H -15.58469 -1.78913 -6.87906
H -17.02485 -1.84815 -5.80777
H -17.49520 -0.94806 -8.17607
H -18.60387 1.27955 -7.45030
H -17.74655 1.19056 -5.89952
H -19.08215 0.09617 -6.48303
H -15.65873 1.08840 -7.40255
C -12.54679 -2.19850 -15.15758
C -12.83031 -1.17990 -14.10484
C -13.20995 0.13555 -14.72719
O -13.82170 -1.67352 -13.26675
H -11.76986 -1.77042 -15.79019
H -13.42127 -2.35635 -15.73453
H -12.23113 -3.19546 -14.74248
H -11.94599 -1.07836 -13.47041
H -12.37907 0.35049 -15.39609
H -13.30728 0.88114 -13.95959
H -14.12550 0.00051 -15.21339
H -14.72725 -1.48509 -13.68101
C -14.38192 3.26071 -8.74377
C -15.46355 3.49725 -9.81361
C -14.91610 2.97355 -11.12126
O -16.72079 2.83377 -9.50895
H -13.45166 3.80513 -8.86785
H -14.15513 2.21827 -8.92859
H -14.70358 3.46504 -7.70602
H -15.68223 4.61823 -9.79012
H -15.54038 3.30986 -11.92453
H -14.95891 1.85496 -11.15013
H -13.88468 3.35862 -11.30350
H -16.47821 1.97493 -9.11074

180
Properties=species:S:1:pos:R:3 method="wB97M-V/def2-TZVPD" e_lumo_ev=-0.40 relative_energy_kcal_mol=64.68 e_homo_ev=-9.517 total_charge=0
O 0.43188 -1.91978 -1.92132
C 0.04926 -2.98350 -2.37887
O 0.30096 -4.11564 -1.79310
C -0.38828 -5.19711 -2.38660
C -0.66920 -4.66830 -3.76139
C -0.90138 -3.18221 -3.61761
H -1.32196 -5.36896 -1.85106
H 0.06662 -6.18740 -2.36486
H -1.52847 -5.10171 -4.27316
H 0.22784 -4.92861 -4.32321
H -1.89106 -2.97858 -3.20874
H -0.68299 -2.55317 -4.48059
O 1.42740 -0.82507 -6.21301
C 0.89992 0.09346 -5.66009
O 0.31293 1.05145 -6.31989
C -0.01858 2.02877 -5.39277
C 0.68882 1.84694 -4.07193
C 0.91477 0.36018 -4.14634
H -1.09906 2.01931 -5.24933
H 0.15894 3.05156 -5.72515
H 0.10951 2.21349 -3.22450
H 1.68702 2.28385 -4.04319
H -0.05109 -0.05126 -3.85320
H 1.70139 -0.00753 -3.48747
O -2.66720 -0.94675 5.23547
C -1.79017 -1.78507 5.55961
O -0.51595 -1.45040 5.69419
C 0.27406 -2.59246 5.96725
C -0.63957 -3.77365 5.80279
C -2.02473 -3.21684 5.85132
H 0.68438 -2.56594 6.97672
H 1.11190 -2.65090 5.27246
H -0.61249 -4.55912 6.55804
H -0.55149 -4.26136 4.83197
H -2.39589 -3.33988 6.86877
H -2.75707 -3.69931 5.20402
O -2.61419 -0.17510 -4.37500
C -3.70142 -0.15004 -3.70783
O -4.83988 -0.27588 -4.33505
C -5.92203 -0.31567 -3.40819
C -5.33988 -0.41769 -1.97553
C -3.92888 0.06235 -2.15013
H -6.48710 -1.22695 -3.60405
H -6.51937 0.59595 -3.42346
H -5.27018 -1.48216 -1.75153
H -5.90979 -0.01860 -1.13646
H -3.20658 -0.38788 -1.46918
H -3.90909 1.10916 -1.84699
O 1.72333 -8.65449 4.37643
C 1.85765 -7.71117 3.62412
O 3.04057 -7.38628 3.18246
C 3.06179 -6.29213 2.28386
C 1.77833 -5.57712 2.69631
C 0.86941 -6.75922 3.04063
H 3.03672 -6.57765 1.23222
H 3.90792 -5.64205 2.50652
H 1.40282 -4.97604 1.86818
H 2.05224 -4.96855 3.55812
H 0.40659 -7.15410 2.13623
H 0.11288 -6.55348 3.79789
O 0.23721 5.62845 1.01621
C -0.94011 5.99200 1.17238
O -1.26061 7.20262 1.62957
C -2.63801 7.24722 1.98879
C -3.21878 6.17893 1.08479
C -2.17586 5.12800 0.89771
H -3.16027 8.13282 1.62680
H -2.86418 7.08310 3.04237
H -3.51787 6.58022 0.11648
H -4.01022 5.69802 1.65966
H -2.14296 4.65390 -0.08324
H -2.30302 4.31144 1.60845
O -1.06061 4.95509 4.54034
C -0.52818 3.87613 4.64190
O -0.19632 3.15451 3.57782
C 0.51510 1.95406 3.92595
C 0.38166 1.80999 5.41304
C 0.08126 3.27126 5.86798
H 1.59390 2.04526 3.79962
H 0.11393 1.13668 3.32675
H 1.28856 1.36348 5.82080
H -0.34228 1.03701 5.67092
H 0.95110 3.89345 6.07851
H -0.60753 3.37574 6.70629
O -5.39730 0.87013 4.78434
C -5.05289 0.47442 3.64033
O -5.64369 -0.50930 3.09780
C -5.21231 -0.53327 1.74317
C -3.96600 0.30683 1.55626
C -3.94460 1.12783 2.81879
H -6.04194 -0.16480 1.13983
H -5.14445 -1.58395 1.46109
H -3.91900 0.87878 0.62957
H -3.04945 -0.28304 1.54693
H -4.16648 2.19156 2.73294
H -3.03887 0.95264 3.39937
O 7.23741 -3.66934 -3.34500
C 7.15520 -3.24239 -2.21750
O 5.99858 -2.79509 -1.82862
C 5.97659 -2.58748 -0.39308
C 7.27959 -3.21519 0.08385
C 8.16198 -3.20516 -1.07189
H 5.11628 -3.02619 0.11239
H 5.92539 -1.53262 -0.12330
H 7.07675 -4.17953 0.54969
H 7.66174 -2.59528 0.89488
H 8.80008 -4.08791 -1.11287
H 8.84630 -2.35924 -1.00701
C -0.26034 -1.07264 1.34340
C 0.80773 -1.82973 2.10981
C 1.85608 -2.30656 1.08789
F 2.32002 -1.35302 0.37267
F 2.92462 -2.90791 1.65969
F 1.40622 -1.18624 3.07468
F 0.27439 -2.92148 2.75748
O 0.23303 0.26853 0.99848
C -0.55529 1.21591 0.24549
C 0.25442 2.45362 -0.33707
F 1.27112 2.07686 -1.11182
F -0.57185 3.20790 -1.06143
F -1.30644 0.57906 -0.65472
F -1.46598 1.67458 1.15461
H -0.99572 -0.87181 2.12249
H -0.73769 -1.62810 0.53611
H 1.53204 -3.10460 0.41989
H 0.67655 3.12961 0.40653
C 4.28060 2.36797 -2.61345
C 4.52094 1.27890 -1.56720
C 4.52571 1.73092 -0.09870
F 5.66509 2.30477 0.39488
F 3.57489 2.52753 0.18358
F 3.55570 0.36310 -1.72557
F 5.66208 0.64412 -1.78629
O 4.14829 1.83723 -3.95968
C 4.46024 2.81527 -5.00311
C 3.99780 2.35860 -6.34903
F 4.53459 3.03941 -7.32204
F 4.31396 1.09682 -6.64029
F 3.80370 3.94437 -4.72096
F 5.75695 3.07023 -5.04273
H 5.17046 2.98418 -2.48487
H 3.38854 2.93230 -2.34170
H 4.34638 0.84348 0.50826
H 2.91463 2.35528 -6.47073
C -5.26022 -4.52074 0.34757
C -3.82011 -4.01934 0.20331
C -3.00970 -4.13775 1.52101
F -1.76725 -3.75619 1.32354
F -3.42600 -3.39034 2.58664
F -3.14678 -4.72559 -0.67422
F -3.81892 -2.77285 -0.24982
O -6.04342 -3.53923 1.03830
C -7.33855 -3.26974 0.53469
C -8.33440 -4.39282 0.89743
F -9.54908 -4.14391 0.42434
F -8.00209 -5.57172 0.47279
F -7.73152 -2.13286 1.12800
F -7.20910 -3.05247 -0.75937
H -5.31779 -5.41566 0.96717
H -5.41719 -4.82247 -0.68801
H -2.93242 -5.20223 1.74241
H -8.58397 -4.42109 1.95809
C 2.19920 6.18641 -1.41715
C 1.24254 6.99054 -2.42690
C 1.11996 6.36829 -3.78603
F 2.14053 6.61614 -4.57699
F 1.13073 5.00904 -3.68501
F 0.04293 7.11066 -1.99961
F 1.60056 8.30163 -2.66408
O 3.50668 5.83397 -1.86888
C 4.53185 6.84812 -1.75603
C 5.82835 6.20924 -2.31385
F 7.00037 6.94966 -2.23139
F 6.14272 5.14921 -1.51490
F 4.27175 7.93902 -2.47583
F 4.74058 7.15711 -0.45999
H 1.72810 5.28678 -1.02113
H 2.30437 6.80135 -0.52334
H 0.16339 6.68174 -4.20416
H 5.73287 5.88408 -3.34982

14
Properties=species:S:1:pos:R:3 method="wB97M-V/def2-TZVPD" e_lumo_ev=-0.17 relative_energy_kcal_mol=75.24 e_homo_ev=-8.808 total_charge=0
C -1.61789 0.37031 -0.68459
C -0.42914 -0.00758 -0.20731
C 0.51866 0.93555 0.45233
N 1.62724 0.20672 0.58671
C 1.63260 -1.11690 0.04775
O 2.61235 -1.80483 -0.04501
C 0.19178 -1.37786 -0.34531
H -2.31818 -0.34016 -1.11776
H -1.92377 1.40914 -0.67289
H -1.69308 2.64532 0.99135
H -0.97993 2.41475 0.99239
H 2.47257 0.56402 1.01913
H -0.22274 -2.12271 0.34379
H 0.12953 -1.77574 -1.36058

13
Properties=species:S:1:pos:R:3 method="wB97M-V/def2-TZVPD" e_lumo_ev=0.35 relative_energy_kcal_mol=0.89 smiles=ClCc1noc(CCl)n1 e_homo_ev=-10.844 total_charge=0
Cl -2.38393 -1.35653 2.23330
C -0.98186 -0.19004 2.29979
C -0.54374 0.18686 0.94199
N -1.14262 1.07620 0.22075
O -0.47957 1.08685 -1.02580
C 0.50543 0.17671 -0.89683
C 1.41521 -0.10475 -2.07907
Cl 0.46431 -0.38822 -3.56915
N 0.51453 -0.42975 0.27956
H -1.30461 0.70385 2.82652
H -0.16671 -0.63910 2.86066
H 2.02703 0.80798 -2.24821
H 2.07654 -0.93004 -1.84353

70
Properties=species:S:1:pos:R:3 method="wB97M-V/def2-TZVPD" e_lumo_ev="-2.67 / -3.51" relative_energy_kcal_mol=173.36 spin_multiplicity=3 e_homo_ev="-9.615 / -9.204" total_charge=+1
V 0.50820 -0.69884 0.67159
C -1.23586 -1.07991 1.50652
C -0.78528 -2.13556 0.64065
C 0.89850 -1.79296 2.24618
C -0.18643 -0.81922 2.47958
C 0.49725 -2.62445 1.11333
C -2.35678 -0.18612 1.16610
H -2.74009 -0.40290 0.17087
H -2.12141 0.88634 1.20938
H -3.20025 -0.33622 1.83179
C -0.07190 0.48457 3.14222
H -1.06710 0.94412 3.13342
H 0.59128 1.22665 2.64824
H 0.34031 0.32365 4.14730
C 2.27453 -1.69477 2.76325
H 2.37825 -2.10262 3.76793
H 2.66406 -0.67245 2.74674
H 2.99932 -2.18284 2.11524
C 1.31723 -3.56664 0.31864
H 1.55229 -4.51968 0.81736
H 2.28508 -3.12912 0.03382
H 0.80284 -3.82945 -0.61454
C -1.49774 -2.61985 -0.54777
H -1.87221 -3.63538 -0.36261
H -0.84473 -2.63446 -1.43082
H -2.34865 -1.98373 -0.79944
C -0.97924 2.74614 -2.42013
C -2.16872 2.11304 -2.48371
C -2.44894 0.65447 -2.71199
C -1.66540 0.08795 -3.92922
C -0.31128 -0.42711 -3.91206
C 1.04103 0.15664 -4.01096
C 1.30270 1.51626 -3.22341
C 0.23100 2.64209 -3.26344
H -3.53610 0.55348 -2.95735
H -1.81951 0.92665 -4.65834
H -2.32480 0.04958 -1.79348
H -0.14065 2.73665 -4.28574
H -0.78520 3.37544 -1.55073
H -3.06555 2.72838 -2.24260
H 0.80533 3.55937 -3.04720
H 1.53777 1.22101 -2.19802
H 1.66235 -0.54155 -3.43496
H 2.25998 1.93317 -3.60274
H -2.27894 -0.77951 -4.24737
H -0.23291 -1.46394 -3.56018
P -0.52444 1.74529 -5.98781
C -0.65501 3.52574 -6.30901
C -1.68837 0.91345 -7.08290
P 1.75959 -0.23134 -5.63932
C 1.18604 1.31089 -6.42609
C 1.03750 -1.60174 -6.58941
C 3.54663 -0.23347 -5.98074
H 0.24344 4.03974 -5.93904
H -1.54383 3.92730 -5.80065
H -0.73977 3.65878 -7.38794
H -1.51570 1.30904 -8.08648
H -2.70819 1.17553 -6.76181
H -1.56143 -0.17838 -7.06447
H 3.67705 0.03365 -7.04141
H 3.96972 -1.23986 -5.82068
H 4.08486 0.50301 -5.36157
H 1.85131 2.09473 -6.02432
H 1.28757 1.27155 -7.51797
H 1.70039 -2.47937 -6.49476
H 1.00212 -1.31064 -7.65096
H 0.02613 -1.87459 -6.24745
O 1.23728 2.27488 0.27052
N 1.76443 1.12624 0.18534
O 2.96096 0.91891 -0.15260

18
Properties=species:S:1:pos:R:3 method="wB97M-V/def2-TZVPD" e_lumo_ev=0.66 relative_energy_kcal_mol=82.35 smiles="[H]/N=C/C.CC(=O)NO" e_homo_ev=-9.603 total_charge=0
H 0.56851 -2.87758 0.88108
N 0.97136 -2.56188 -0.00037
C 1.28022 -1.34816 -0.06113
C 1.82898 -0.70569 -1.27171
H 0.98373 -0.57208 0.72224
H 2.88150 -0.46429 -1.11198
H 1.72855 -1.36765 -2.12699
H 1.29674 0.25454 -1.41713
C -0.82605 1.46255 1.71992
C -0.76008 1.08768 0.25778
O -0.02846 1.63434 -0.56755
N -1.84050 0.38663 -0.17643
O -1.86806 -0.02494 -1.51765
H 0.12659 1.88934 2.01914
H -1.60054 2.21143 1.87158
H -1.06275 0.59062 2.33051
H -2.46167 -0.16304 0.39590
H -1.21809 0.56817 -1.94722